A 7-piece molecular cluster, C31H71ClN8O9Si overall, computed with wB97M-V/def2-TZVPD.

molar mass: 763.5 g/mol
total charge: 0
HOMO: -8.735 eV
HOMO-LUMO gap: 0.3366 Ha

Last column: Löwdin charge in e.
Atoms and positions in Å:
C 2.031 0.475 2.004  -0.102
O 3.275 0.427 1.325  -0.197
C 3.145 0.004 -0.018  -0.245
C 2.706 -1.451 -0.171  -0.207
C 3.143 -2.049 -1.508  -0.219
C 3.038 -3.578 -1.611  -0.246
C 1.744 -4.137 -2.234  -0.252
Si 0.113 -3.739 -1.447  0.126
Cl -0.450 -1.783 -1.815  0.415
C 0.141 -4.012 0.404  -0.224
C -1.224 -3.942 1.017  -0.326
N -1.601 -2.921 1.667  0.095
O -0.999 -4.719 -2.138  -0.228
C -2.412 -4.480 -2.111  -0.231
C -3.165 -5.781 -1.822  -0.191
N -4.003 -5.672 -0.633  -0.064
C -5.254 -4.930 -0.835  -0.155
C -5.265 -3.537 -0.178  -0.413
C -5.323 -2.388 -1.173  -0.042
O -6.405 -3.525 0.692  -0.053
H 1.197 0.618 1.308  0.096
H 2.048 1.318 2.697  0.068
H 1.848 -0.444 2.569  0.090
H 2.435 0.665 -0.537  0.133
H 4.127 0.153 -0.474  0.102
H 3.135 -2.033 0.653  0.127
H 1.619 -1.495 -0.080  0.051
H 4.186 -1.761 -1.684  0.107
H 2.556 -1.598 -2.316  0.105
H 3.189 -4.022 -0.620  0.105
H 3.871 -3.935 -2.224  0.103
H 1.785 -5.235 -2.192  0.086
H 1.701 -3.881 -3.297  0.086
H 0.790 -3.288 0.901  0.069
H 0.569 -5.014 0.538  0.093
H -1.887 -4.799 0.846  0.101
H -2.560 -3.038 1.993  0.036
H -2.702 -4.052 -3.074  0.107
H -2.655 -3.745 -1.337  0.077
H -2.422 -6.563 -1.645  0.120
H -3.745 -6.057 -2.714  0.101
H -4.208 -6.597 -0.283  0.101
H -6.078 -5.486 -0.383  0.122
H -5.463 -4.824 -1.904  0.094
H -4.346 -3.457 0.417  0.112
H -4.349 -2.234 -1.644  0.072
H -6.054 -2.576 -1.962  0.081
H -5.591 -1.453 -0.669  0.077
H -6.544 -2.625 1.002  0.080
C -4.726 -4.157 -5.287  -0.341
O -5.162 -4.303 -4.157  -0.008
N -4.905 -5.036 -6.286  -0.187
C -4.362 -4.818 -7.608  -0.058
C -5.672 -6.245 -6.024  -0.051
H -4.134 -3.274 -5.579  0.136
H -5.155 -4.776 -8.357  0.091
H -3.670 -5.616 -7.886  0.090
H -3.822 -3.872 -7.623  0.081
H -6.684 -5.996 -5.704  0.097
H -5.207 -6.830 -5.230  0.088
H -5.721 -6.849 -6.927  0.070
C -6.581 -9.912 -6.009  -0.331
O -6.772 -8.800 -6.466  0.000
N -7.376 -10.495 -5.090  -0.197
C -7.116 -11.820 -4.574  -0.062
C -8.528 -9.751 -4.610  -0.037
H -5.730 -10.543 -6.314  0.136
H -7.945 -12.498 -4.789  0.090
H -6.957 -11.800 -3.494  0.090
H -6.218 -12.216 -5.046  0.082
H -9.203 -9.507 -5.431  0.093
H -8.220 -8.816 -4.143  0.093
H -9.055 -10.362 -3.880  0.086
C 3.897 6.309 2.298  -0.360
O 3.614 7.489 2.412  -0.007
N 3.036 5.299 2.509  -0.182
C 3.424 3.912 2.362  -0.068
C 1.672 5.624 2.881  -0.038
H 4.904 5.964 2.010  0.137
H 2.842 3.421 1.582  0.081
H 3.294 3.371 3.303  0.088
H 4.471 3.866 2.071  0.077
H 1.194 6.230 2.112  0.093
H 1.645 6.187 3.815  0.090
H 1.117 4.696 3.004  0.085
C 4.763 6.994 7.410  -0.363
O 4.416 7.250 8.548  0.004
N 5.085 7.917 6.484  -0.193
C 5.476 7.563 5.134  -0.055
C 5.021 9.317 6.859  -0.038
H 4.843 5.960 7.033  0.129
H 6.489 7.909 4.920  0.092
H 4.793 7.992 4.401  0.070
H 5.453 6.478 5.035  0.079
H 5.691 9.529 7.693  0.094
H 4.010 9.584 7.173  0.078
H 5.300 9.927 6.003  0.091
C 5.173 2.972 -0.807  -0.350
O 4.307 3.821 -0.720  0.014
N 6.199 3.025 -1.681  -0.195
C 7.205 1.990 -1.745  -0.060
C 6.277 4.162 -2.581  -0.040
H 5.198 2.081 -0.158  0.121
H 8.200 2.389 -1.536  0.089
H 7.225 1.514 -2.727  0.089
H 6.979 1.228 -0.999  0.083
H 6.354 5.095 -2.022  0.093
H 5.387 4.224 -3.207  0.093
H 7.156 4.046 -3.212  0.085
C 2.223 12.439 5.343  -0.355
O 3.245 13.072 5.514  0.010
N 1.488 11.904 6.342  -0.200
C 0.284 11.146 6.094  -0.064
C 1.953 12.094 7.704  -0.043
H 1.803 12.242 4.342  0.132
H -0.583 11.609 6.570  0.088
H 0.375 10.123 6.465  0.089
H 0.105 11.106 5.020  0.082
H 2.004 13.153 7.959  0.092
H 2.956 11.682 7.822  0.078
H 1.270 11.588 8.384  0.088

A 2-piece molecular cluster, C3H5FOS overall at a distorted geometry, computed with wB97M-V/def2-TZVPD.

molar mass: 108.1 g/mol
total charge: 0
HOMO (spin up / spin down): -9.430 / -9.432 eV
HOMO-LUMO gap (spin up / spin down): 0.3272 / 0.3273 Ha

Last column: Löwdin charge in e.
Atoms and positions in Å:
C 1.391 -0.457 0.171  -0.270
C -0.659 0.724 0.422  -0.013
C -1.568 -0.025 -0.396  -0.346
O 3.845 -0.604 -0.302  -0.576
F -1.557 -1.422 -0.179  -0.076
S 2.753 0.335 -0.189  0.796
H 1.226 -1.366 0.691  -0.003
H -0.376 1.782 0.040  0.104
H -0.850 0.520 1.557  0.110
H -1.537 0.226 -1.521  0.136
H -2.668 0.287 -0.296  0.136

A single C3H6O2 molecule, computed with wB97M-V/def2-TZVPD.

molar mass: 74.1 g/mol
total charge: 0
HOMO: -10.161 eV
HOMO-LUMO gap: 0.4049 Ha

Last column: Löwdin charge in e.
Atoms and positions in Å:
C -1.543 -0.094 -0.040  -0.012
C -0.148 0.269 0.400  -0.414
O 0.073 0.870 1.432  0.080
C 1.038 -0.137 -0.469  -0.216
O 2.213 -0.176 0.283  -0.049
H -2.269 0.402 0.609  0.087
H -1.669 -1.181 0.049  0.093
H -1.722 0.175 -1.087  0.089
H 1.111 0.595 -1.293  0.133
H 0.873 -1.114 -0.938  0.127
H 2.044 0.390 1.054  0.082

C15H35Br14InN as an isolated structure, computed with wB97M-V/def2-TZVPD.

molar mass: 1462.9 g/mol
total charge: -1
HOMO: -3.977 eV
HOMO-LUMO gap: 0.2077 Ha

Last column: Löwdin charge in e.
Atoms and positions in Å:
C 4.838 1.851 1.007  -0.319
In 3.163 3.292 0.706  0.300
N 1.323 2.261 0.332  -0.230
H 5.588 2.023 0.232  -0.051
H 4.555 0.797 0.984  -0.088
H 5.314 2.060 1.968  -0.048
H 3.500 4.299 -0.728  -0.148
H 3.001 4.303 2.180  -0.154
H 0.943 1.868 1.188  -0.168
H 0.640 2.963 0.053  -0.139
Br -2.169 3.731 -0.202  0.632
C -2.609 5.116 -1.494  -0.717
C -2.201 4.723 -2.889  -0.720
Br -0.276 4.836 -3.130  0.623
H -2.113 6.024 -1.166  0.052
H -3.686 5.253 -1.448  -0.022
H -2.641 5.400 -3.617  -0.001
H -2.484 3.701 -3.120  0.051
Br 1.079 0.383 3.715  0.624
C 2.358 -1.027 3.329  -0.675
C 2.574 -1.179 1.847  -0.681
Br 1.043 -2.039 1.003  0.581
H 1.963 -1.935 3.774  0.043
H 3.284 -0.743 3.824  0.060
H 3.430 -1.819 1.648  -0.003
H 2.703 -0.225 1.341  0.027
Br -5.867 6.182 -2.910  0.675
C -6.267 7.575 -4.205  -0.693
C -5.819 7.196 -5.592  -0.702
Br -3.889 7.307 -5.786  0.635
H -5.778 8.476 -3.850  0.050
H -7.346 7.708 -4.178  0.056
H -6.233 7.885 -6.324  0.055
H -6.099 6.180 -5.847  0.049
Br -1.702 0.716 1.313  0.608
C -3.280 -0.313 1.761  -0.679
C -2.959 -1.780 1.879  -0.726
Br -2.703 -2.615 0.136  0.564
H -4.028 -0.112 1.000  0.050
H -3.628 0.063 2.722  0.058
H -3.778 -2.323 2.344  0.006
H -2.043 -1.952 2.436  0.038
Br 4.246 -4.439 0.340  0.659
C 6.135 -4.397 -0.125  -0.685
C 6.942 -3.662 0.911  -0.708
Br 6.639 -1.747 0.846  0.654
H 6.191 -3.933 -1.105  -0.005
H 6.453 -5.435 -0.190  0.059
H 8.005 -3.815 0.736  0.055
H 6.692 -3.980 1.919  0.046
Br -3.224 -5.293 2.746  0.647
C -4.106 -5.781 4.405  -0.698
C -5.039 -4.695 4.873  -0.702
Br -4.076 -3.163 5.582  0.618
H -3.323 -5.988 5.127  0.049
H -4.663 -6.692 4.198  0.055
H -5.670 -5.055 5.682  0.054
H -5.660 -4.321 4.066  0.049
Br 2.497 -6.081 -4.480  0.582
C 2.511 -4.837 -2.979  -0.712
C 2.966 -3.463 -3.383  -0.678
Br 4.886 -3.381 -3.686  0.625
H 3.151 -5.273 -2.220  -0.008
H 1.487 -4.801 -2.614  0.063
H 2.766 -2.754 -2.583  0.060
H 2.496 -3.123 -4.300  0.051

An isolated ion of composition C4H7N2S and charge +1 at a distorted geometry, computed with wB97M-V/def2-TZVPD.

molar mass: 115.2 g/mol
total charge: +1
HOMO (spin up / spin down): -13.945 / -13.852 eV
HOMO-LUMO gap (spin up / spin down): 0.2429 / 0.2884 Ha

Last column: Löwdin charge in e.
Atoms and positions in Å:
C 0.522 -0.580 -0.009  -0.101
C 1.844 -0.015 -0.074  -0.665
C 1.733 1.467 -0.022  -0.089
C -1.423 -1.699 -0.153  0.019
N 0.352 -2.963 0.185  0.376
N -0.032 -1.822 0.138  -0.284
S 3.364 -0.683 0.027  1.013
H -0.149 0.207 0.157  0.107
H 2.635 2.021 -0.260  0.105
H 0.909 1.805 -0.510  0.067
H 1.472 1.747 0.938  0.090
H -1.645 -1.041 -0.962  0.116
H -1.591 -2.735 -0.354  0.097
H -1.867 -1.431 0.840  0.150

A 3-piece molecular cluster, C17H39BN2O3 overall, computed with wB97M-V/def2-TZVPD.

molar mass: 330.3 g/mol
total charge: 0
HOMO: -8.910 eV
HOMO-LUMO gap: 0.3480 Ha

Last column: Löwdin charge in e.
Atoms and positions in Å:
B -1.714 -1.452 6.306  0.016
C -2.210 -1.363 4.840  -0.232
C -2.304 -2.706 4.093  -0.243
C -0.972 -3.086 3.457  -0.235
C -0.913 -4.539 3.009  -0.198
C 0.404 -5.011 2.370  -0.212
C 1.679 -4.347 2.890  -0.200
C 2.043 -2.954 2.329  -0.218
C 1.513 -2.645 0.934  -0.201
C 1.803 -1.219 0.412  -0.159
C 2.226 -0.189 1.450  -0.253
O 2.620 1.004 0.797  -0.199
C 1.698 2.065 0.921  -0.111
H -1.779 -0.516 7.043  0.019
H -1.226 -2.472 6.694  0.034
H -3.128 -0.779 4.753  0.094
H -1.444 -0.745 4.343  0.108
H -3.047 -2.606 3.297  0.110
H -2.639 -3.496 4.766  0.104
H -0.172 -2.893 4.180  0.104
H -0.793 -2.407 2.618  0.111
H -1.162 -5.169 3.867  0.111
H -1.718 -4.701 2.286  0.113
H 0.338 -4.935 1.285  0.095
H 0.496 -6.080 2.573  0.104
H 1.595 -4.264 3.977  0.107
H 2.514 -5.027 2.720  0.104
H 3.132 -2.888 2.284  0.112
H 1.726 -2.192 3.042  0.092
H 1.971 -3.360 0.245  0.114
H 0.441 -2.833 0.870  0.090
H 2.554 -1.229 -0.378  0.112
H 0.894 -0.829 -0.051  0.111
H 3.060 -0.533 2.060  0.116
H 1.383 0.024 2.116  0.117
H 0.673 1.731 0.734  0.090
H 1.731 2.512 1.920  0.086
H 1.953 2.813 0.177  0.067
C 0.939 3.282 -3.228  -0.338
O 0.788 3.646 -2.072  -0.007
N 2.041 2.656 -3.679  -0.189
C 2.161 2.237 -5.061  -0.053
C 3.124 2.392 -2.746  -0.035
H 0.176 3.425 -4.005  0.103
H 2.294 1.155 -5.124  0.089
H 3.015 2.722 -5.539  0.088
H 1.253 2.507 -5.598  0.071
H 2.782 1.767 -1.920  0.078
H 3.503 3.324 -2.325  0.094
H 3.928 1.882 -3.273  0.085
C -2.460 2.890 -5.258  -0.342
O -1.317 3.010 -5.666  -0.010
N -3.201 3.901 -4.779  -0.192
C -4.556 3.708 -4.307  -0.058
C -2.609 5.229 -4.725  -0.031
H -2.983 1.919 -5.242  0.135
H -5.256 4.315 -4.884  0.090
H -4.639 3.982 -3.254  0.091
H -4.833 2.661 -4.416  0.082
H -2.317 5.558 -5.722  0.094
H -1.720 5.226 -4.093  0.089
H -3.337 5.923 -4.314  0.087